{
  "formula": "C6H11NO",
  "method": "ωB97M-V/def2-TZVPD",
  "symbols": ["C", "C", "C", "C", "C", "C", "N", "O", "H", "H", "H", "H", "H", "H", "H", "H", "H", "H", "H"],
  "coordinates": [[1.9738, -0.4512, 0.0292], [1.3729, 0.4937, -0.7632], [-1.1462, 1.3092, -0.9358], [-0.8907, -1.2693, -0.5838], [-0.6950, 0.4327, 1.4066], [-0.6666, 0.1628, -0.0605], [2.1496, -0.4304, 1.3552], [1.4641, 1.3291, -1.5975], [2.1209, -1.4223, -0.4818], [-0.5083, 2.1071, -0.8968], [-1.1172, 0.8347, -1.9000], [-2.1560, 1.6140, -0.5584], [-0.1517, -2.1184, -0.0979], [-0.5105, -1.3067, -1.6393], [-1.9037, -1.6978, -0.4089], [-1.4945, -0.0108, 1.9923], [0.3420, 0.2574, 1.8219], [-0.7330, 1.4991, 1.6554], [2.5502, -1.3329, 1.6634]],
  "mulliken_charge": [-0.2045, 0.6492, -1.4776, -1.2154, -1.1898, 0.8613, -0.6775, -0.4487, 0.3097, 0.4467, 0.3841, 0.3815, 0.2308, 0.3634, 0.3662, 0.3725, 0.3076, 0.3405, 0.2000],
  "lumo_ev": 0.25,
  "e_homo_ev": -7.89,
  "de_lowest_kj_mol": 435.1
}

---

{
  "formula": "C4H7NOS2",
  "method": "ωB97M-V/def2-TZVPD",
  "symbols": ["C", "C", "C", "C", "N", "O", "S", "S", "H", "H", "H", "H", "H", "H", "H"],
  "coordinates": [[-1.8098, 0.9692, 0.1976], [-2.2182, -0.3230, -0.5525], [0.0947, -0.7958, 0.3388], [2.7268, -0.2038, -0.1374], [-0.5713, 0.9770, 0.7321], [-2.5236, 1.9664, 0.1856], [-1.3428, -1.7073, 0.1950], [1.1884, -0.5992, -1.1403], [-3.2404, -0.5263, -0.5032], [-1.8612, -0.1409, -1.4994], [0.6275, -0.9791, 1.2104], [2.4220, -0.2706, 0.8818], [2.9785, 0.7839, -0.5132], [3.6204, -0.8825, -0.3677], [-0.0911, 1.7319, 0.9723]],
  "mulliken_charge": [0.5036, -0.5576, -0.2481, -0.6794, -0.3049, -0.6380, -0.0904, -0.0028, 0.4037, 0.2670, 0.3944, 0.2450, 0.2450, 0.2919, 0.1707],
  "lumo_ev": 0.35,
  "e_homo_ev": -8.98,
  "de_lowest_kj_mol": 228.2
}

---

{
  "formula": "C38H40GaN3P2Sb2Se2",
  "method": "ωB97M-V/def2-TZVPD",
  "symbols": ["Ga", "C", "Sb", "C", "C", "C", "C", "C", "C", "C", "C", "C", "Sb", "C", "C", "H", "H", "H", "H", "H", "H", "H", "H", "H", "H", "H", "H", "H", "H", "H", "H", "H", "H", "H", "H", "Se", "P", "C", "C", "C", "C", "C", "C", "C", "C", "C", "C", "C", "C", "C", "C", "N", "N", "N", "P", "Se", "C", "C", "C", "C", "C", "C", "C", "C", "C", "C", "C", "C", "H", "H", "H", "H", "H", "H", "H", "H", "H", "H", "H", "H", "H", "H", "H", "H", "H", "H", "H", "H"],
  "coordinates": [[0.8649, -3.7188, -1.3561], [5.3955, -0.9410, -1.9156], [4.7303, -2.8057, -1.1372], [6.4104, -3.9395, -1.8033], [5.6324, -2.5614, 0.9752], [5.0694, -1.4571, 1.6882], [5.6326, -0.1687, 1.4737], [5.2034, 0.9193, 2.1693], [4.1842, 0.7707, 3.1350], [3.6088, -0.4538, 3.3642], [3.9994, -1.5941, 2.6486], [3.2950, -2.8544, 2.8870], [1.4658, -2.9529, 1.6278], [0.5158, -1.2565, 2.4931], [0.4967, -4.4217, 2.8355], [6.4247, -0.7500, -1.6141], [4.7473, -0.1252, -1.6019], [5.3626, -1.0138, -3.0032], [7.3391, -3.4130, -1.5892], [6.3266, -4.0718, -2.8822], [6.4251, -4.9217, -1.3355], [6.6482, -2.3815, 0.6282], [5.4992, -3.5575, 1.3809], [6.4447, -0.0781, 0.7640], [5.6571, 1.8882, 2.0139], [3.8670, 1.6317, 3.7084], [2.8403, -0.5534, 4.1196], [2.8733, -2.8957, 3.8902], [3.8651, -3.7561, 2.6874], [0.5028, -1.3685, 3.5769], [-0.5114, -1.2033, 2.1303], [1.0256, -0.3398, 2.2041], [0.4936, -4.1191, 3.8818], [0.9838, -5.3894, 2.7365], [-0.5322, -4.5170, 2.4877], [-5.3236, -2.2836, -1.1160], [-4.1255, -0.4571, -0.8150], [-4.3244, 0.7446, -2.1216], [-3.8098, 2.0351, -1.9504], [-4.0071, 2.9855, -2.9336], [-4.7070, 2.6556, -4.0893], [-5.1962, 1.3726, -4.2707], [-5.0078, 0.4117, -3.2879], [-4.5280, 0.2755, 0.7681], [-5.3266, 1.4132, 0.8648], [-5.6775, 1.8966, 2.1181], [-5.2388, 1.2477, 3.2616], [-4.4506, 0.1052, 3.1647], [-4.0991, -0.3857, 1.9223], [-2.5001, -1.2330, -0.7762], [-1.1273, -0.9394, -0.8114], [-0.5386, -2.1418, -0.8199], [-1.4457, -3.1092, -0.7688], [-2.6318, -2.5788, -0.7235], [0.0526, 0.4444, -1.0014], [2.0108, -0.3278, -1.1972], [-0.1411, 1.5346, 0.4203], [-1.3922, 1.7372, 0.9908], [-1.5459, 2.5991, 2.0634], [-0.4408, 3.2775, 2.5627], [0.8098, 3.0836, 1.9936], [0.9661, 2.2098, 0.9273], [-0.5168, 1.3369, -2.4550], [-0.3120, 2.7136, -2.5297], [-0.5915, 3.3885, -3.7077], [-1.0810, 2.6937, -4.8047], [-1.2982, 1.3237, -4.7273], [-1.0094, 0.6426, -3.5575], [-3.2725, 2.3090, -1.0501], [-3.6215, 3.9858, -2.7959], [-4.8709, 3.4062, -4.8511], [-5.7382, 1.1177, -5.1709], [-5.3989, -0.5874, -3.4282], [-5.6872, 1.9144, -0.0227], [-6.3024, 2.7755, 2.1967], [-5.5222, 1.6237, 4.2356], [-4.1225, -0.4048, 4.0601], [-3.4994, -1.2859, 1.8448], [-2.2575, 1.2058, 0.6207], [-2.5235, 2.7346, 2.5076], [-0.5557, 3.9573, 3.3963], [1.6680, 3.6189, 2.3777], [1.9423, 2.0410, 0.4891], [0.0795, 3.2566, -1.6779], [-0.4221, 4.4551, -3.7712], [-1.2920, 3.2216, -5.7253], [-1.6782, 0.7842, -5.5843], [-1.1569, -0.4309, -3.5132]],
  "mulliken_charge": [0.2669, -1.4045, 0.6516, -1.2256, -1.9275, 1.3985, -0.5397, -0.8842, -0.5172, -0.6572, 0.8130, -1.8545, 0.8599, -0.7372, -1.2988, 0.4045, 0.3651, 0.4503, 0.3954, 0.3717, 0.3799, 0.6993, 0.5298, 0.4142, 0.4683, 0.4905, 0.4493, 0.6269, 0.5508, 0.6931, 0.0060, 0.0136, 0.4160, 0.3880, 0.3938, -0.0122, 0.2840, 0.6677, 0.5805, -1.0193, -0.6026, -0.7872, -0.6731, 0.4140, 0.0627, -0.8446, -0.5667, -0.7008, -0.2067, 0.6512, -0.2632, 0.6675, -1.0933, -0.3413, 0.9632, -0.1051, -0.0136, 1.2649, -0.7588, -0.8319, -0.7152, -0.7568, 0.5755, -0.2405, -0.8486, -0.5634, -0.7689, -0.3693, 0.2529, 0.4893, 0.4681, 0.4634, 0.3523, 0.4760, 0.4578, 0.4304, 0.4398, 0.3580, -0.6965, 0.4214, 0.4325, 0.5140, 0.4620, 0.3438, 0.4817, 0.4730, 0.4765, 0.4059],
  "lumo_ev": [-6.91, -8.11],
  "e_homo_ev": [-12.71, -12.78],
  "total_charge": 2
}

---

{
  "formula": "C20H17ClN2O3S",
  "method": "ωB97M-V/def2-TZVPD",
  "symbols": ["O", "S", "O", "N", "N", "C", "C", "C", "C", "C", "C", "C", "O", "C", "C", "C", "C", "C", "C", "C", "H", "H", "Cl", "H", "H", "H", "H", "H", "H", "H", "H", "H", "H", "C", "C", "C", "C", "C", "C", "H", "H", "H", "H", "H"],
  "coordinates": [[-0.6975, 3.3150, 0.2848], [-1.2859, 2.7318, -0.8868], [-0.4204, 2.1406, -1.8607], [-2.4658, 1.5673, -0.4269], [-2.1958, 0.5222, 0.3809], [-0.9949, 0.1368, 0.5594], [-0.7119, -1.0252, 1.3770], [-1.7363, -1.7784, 1.9469], [-1.4597, -2.8827, 2.7274], [-0.1426, -3.2504, 2.9459], [0.8946, -2.5204, 2.3908], [0.6273, -1.4047, 1.6061], [1.5797, -0.6252, 1.0276], [2.9400, -0.9233, 1.2395], [3.3953, -2.2130, 0.5993], [4.4678, -2.9207, 1.1271], [4.8963, -4.0956, 0.5374], [4.2393, -4.5686, -0.5873], [3.1686, -3.8754, -1.1277], [2.7548, -2.6973, -0.5337], [1.9238, -2.1477, -0.9494], [2.6665, -4.2524, -2.0045], [4.7638, -6.0428, -1.3229], [5.7294, -4.6440, 0.9479], [4.9742, -2.5514, 2.0073], [3.1746, -0.9263, 2.3131], [3.4710, -0.0825, 0.7777], [1.9102, -2.8371, 2.5678], [0.0876, -4.1144, 3.5514], [-2.2629, -3.4575, 3.1625], [-2.7510, -1.4684, 1.7558], [-0.1442, 0.6544, 0.1246], [-3.3603, 1.9808, -0.2028], [-2.3760, 3.9103, -1.6747], [-2.7685, 3.6840, -2.9791], [-3.6376, 4.5776, -3.5832], [-4.0989, 5.6774, -2.8750], [-3.6941, 5.8937, -1.5667], [-2.8254, 5.0019, -0.9582], [-2.4768, 5.1401, 0.0532], [-4.0522, 6.7550, -1.0237], [-4.7750, 6.3737, -3.3480], [-3.9532, 4.4195, -4.6031], [-2.3775, 2.8232, -3.4973]],
  "mulliken_charge": [-0.6119, 1.4291, -0.6297, -0.1281, -0.6076, -0.2774, 0.6339, -0.5679, -0.7033, -0.7062, -0.6757, 0.6766, -0.3406, -0.9991, 0.3001, -0.3357, -0.6692, 0.3864, -0.7542, -0.0310, 0.4461, 0.4132, -0.2187, 0.4093, 0.3924, 0.4117, 0.3803, 0.3439, 0.3927, 0.3898, 0.4483, 0.7152, 0.2784, -0.0825, -0.2893, -0.6538, -0.3137, -0.6068, -0.2631, 0.4377, 0.3857, 0.3832, 0.3822, 0.4293],
  "lumo_ev": 0.37,
  "e_homo_ev": -8.18,
  "de_lowest_kj_mol": 240.6,
  "smiles": "O=S(=O)(N/N=C/c1ccccc1OCc1ccc(Cl)cc1)c1ccccc1"
}

---

{
  "formula": "C7H12O",
  "method": "ωB97M-V/def2-TZVPD",
  "symbols": ["C", "C", "C", "C", "C", "C", "C", "H", "H", "H", "H", "H", "H", "H", "H", "H", "H", "H", "H", "O"],
  "coordinates": [[-1.8092, 1.6952, 0.3297], [-1.8026, 2.8480, -0.3356], [-0.7380, -0.3527, 1.1806], [-0.9792, 0.4900, 0.1793], [2.4016, -2.4819, 1.0884], [1.2063, -1.8303, 1.6212], [0.0841, -1.5470, 0.9453], [-2.5492, 1.6240, 1.1281], [-1.1934, 3.0869, -1.1952], [-2.3910, 3.6730, 0.0615], [-1.2982, -0.1573, 2.0995], [-0.5265, 0.2786, -0.7703], [3.3565, -2.0948, 1.4051], [2.4375, -3.5480, 1.3422], [2.4432, -2.2291, 0.0136], [1.1522, -1.6737, 2.7083], [-0.0218, -2.0256, -0.0383], [-0.5122, 0.8459, -3.8721], [0.4053, 2.1408, -3.7734], [0.3345, 1.2582, -4.1179]],
  "mulliken_charge": [-0.1098, -0.7799, -0.2628, -0.2471, -1.1359, 0.0522, -0.5304, 0.2299, 0.2327, 0.2362, 0.3245, 0.3817, 0.3421, 0.2641, 0.3011, 0.3257, 0.3825, 0.3135, 0.3162, -0.6362],
  "lumo_ev": 0.82,
  "e_homo_ev": -8.32,
  "de_lowest_kj_mol": 228.4,
  "smiles": "C=C/C=C/C=C/C.O"
}

---

{
  "formula": "C30H41Br3ClF3KLiMgN3O6P",
  "method": "ωB97M-V/def2-TZVPD",
  "symbols": ["C", "C", "C", "C", "C", "N", "C", "C", "C", "C", "O", "O", "C", "C", "C", "F", "F", "F", "C", "P", "C", "C", "C", "C", "C", "C", "C", "H", "H", "H", "H", "H", "H", "H", "H", "H", "H", "H", "H", "H", "H", "H", "H", "H", "H", "H", "H", "H", "H", "H", "H", "C", "C", "C", "O", "C", "N", "H", "H", "H", "H", "H", "H", "H", "H", "H", "H", "H", "N", "O", "O", "O", "K", "C", "C", "C", "C", "C", "C", "H", "H", "H", "H", "H", "H", "Br", "Cl", "Mg", "Br", "Li", "Br"],
  "coordinates": [[-4.1356, -5.5525, -0.9215], [-4.6487, -4.3338, -0.7721], [-4.8336, -2.7181, -0.8824], [-3.4452, -1.9097, -0.5647], [-2.2399, -2.4635, -1.4823], [-0.9024, -1.7930, -1.1847], [-0.5498, -0.7001, -2.1054], [0.7742, 0.1293, -1.9698], [1.7604, -0.3205, -0.7839], [3.1144, 0.5785, -0.6741], [3.8576, 0.7439, -1.7141], [3.5487, 1.2789, 0.5259], [2.6521, 2.3790, 0.8989], [1.6404, 1.9526, 2.0949], [2.3669, 1.7850, 3.5528], [3.0014, 0.4737, 3.7615], [3.3411, 2.7913, 3.8496], [1.2938, 1.8723, 4.5732], [1.4068, -1.5527, 0.2047], [2.5754, -2.1280, 1.5739], [2.4710, -4.0382, 1.8504], [4.4258, -1.9275, 1.0520], [4.5190, -2.4722, -0.4709], [-0.0225, -2.2265, -0.0795], [-0.6069, -3.4359, 0.8325], [-0.2802, -4.8898, 0.2420], [0.2117, -6.0150, -0.2517], [-3.5734, -6.5630, -0.9931], [-5.6887, -2.4576, -0.1407], [-5.1081, -2.4400, -2.0055], [-3.2060, -1.8370, 0.5601], [-3.6478, -0.8126, -0.9158], [-2.5207, -2.2324, -2.5917], [-2.0909, -3.6103, -1.4380], [-1.2735, -0.4118, -2.9635], [1.0257, 1.0127, -2.6819], [3.3357, 3.2137, 1.3458], [2.1111, 2.8329, -0.0202], [1.2503, 0.8832, 1.7983], [0.7432, 2.6887, 2.1436], [3.4756, -4.3407, 2.3643], [2.3245, -4.6192, 0.8698], [1.6534, -4.2290, 2.6432], [4.8196, -0.8615, 1.2144], [5.0210, -2.6788, 1.7139], [5.3839, -3.2260, -0.6546], [4.6147, -1.6586, -1.2762], [3.5432, -3.0639, -0.7240], [-0.1315, -3.2696, 1.8871], [-1.7526, -3.3487, 1.0200], [0.2852, -7.0956, -0.6700], [5.6947, 8.1626, 0.3432], [4.7646, 7.6315, -0.7437], [3.3751, 7.2107, -0.2148], [3.3608, 5.9604, 0.4735], [3.7816, 6.0283, 1.8255], [5.4315, 6.5268, -1.4452], [6.1185, 7.3676, 0.9608], [6.5378, 8.6950, -0.1077], [5.1727, 8.8652, 0.9996], [4.6065, 8.4459, -1.4589], [2.7137, 7.0777, -1.0779], [2.9236, 7.9975, 0.4021], [3.4836, 6.9649, 2.3056], [4.8629, 5.8933, 1.8886], [3.3169, 5.2001, 2.3668], [4.8503, 6.2419, -2.2325], [5.4093, 5.7149, -0.8249], [0.2797, -8.1970, 2.4734], [0.6670, -9.3721, 2.2766], [1.0941, -7.3350, 2.8634], [-0.9024, -7.8925, 2.2778], [-0.3212, 1.9908, 5.6229], [-6.6959, 0.3945, -1.4082], [-7.9746, -0.1608, -1.3393], [-8.8306, -0.0760, -2.4315], [-8.4026, 0.5584, -3.6012], [-7.1222, 1.1094, -3.6688], [-6.2726, 1.0324, -2.5748], [-6.0158, 0.3306, -0.5409], [-8.3016, -0.6586, -0.4324], [-9.8641, -0.5218, -2.3603], [-9.0638, 0.6228, -4.4554], [-6.7906, 1.6001, -4.5788], [-5.2790, 1.4660, -2.6268], [-4.6971, -3.6753, -3.4889], [-0.5613, 0.3599, 1.4112], [2.8014, -8.8999, 1.6274], [-11.0654, -0.5582, -3.6005], [1.5796, -0.2730, 2.6067], [-6.5549, 0.7881, 0.8478]],
  "mulliken_charge": [-0.2899, -0.3583, -0.3823, 0.3121, -1.3085, 0.6308, 0.0811, -0.9790, 0.9625, -0.3858, -0.5098, -0.3108, -0.1194, 0.4067, 0.5332, -0.2021, -0.1960, -0.1900, 0.6016, -0.1048, -0.8567, -0.4803, -0.7915, -0.1634, -0.5135, -0.2315, -0.4365, 0.3216, 0.2067, 0.2584, 0.2385, 0.0802, 0.4051, 0.1461, 0.3593, 0.3811, -0.0494, 0.3842, -1.4801, 0.5667, 0.4435, 0.1456, 0.3272, 0.2729, 0.4851, 0.3286, 0.2001, 0.1927, 0.2861, 0.2879, 0.3550, -1.3697, 0.3309, -0.7791, -0.2389, -0.5486, -0.7166, 0.2806, 0.3444, 0.3408, 0.4309, 0.3185, 0.4043, 0.3785, 0.2729, 0.0159, 0.2719, 0.3026, 0.9490, -0.4799, -0.4414, -0.5731, 1.0061, 0.5528, -0.6384, -0.2675, -0.2290, -0.6197, -0.3053, 0.3729, 0.3892, 0.3760, 0.2693, 0.3507, 0.3970, -0.7292, -0.3483, -0.2063, -0.4931, 1.0626, -0.2949],
  "lumo_ev": -3.50,
  "e_homo_ev": -4.51
}

---

Taking the records one at a time from the top gives energy values of -9933.945, -29467.425, -259231.323, -53494.613, -9498.452, -310566.391 eV.